1.
75
Properties=species:S:1:pos:R:3:forces:R:3 method="wB97M-V/def2-TZVPD" lumo_ev=-0.22 gap_ev=7.33 relative_energy_kcal_mol=18.19 homo_ev=-7.55 largest_force_ev_per_a=0.7
Zr 0.098406 0.030922 -0.050857 -0.03 0.17 -0.72
O 1.478438 -0.252552 -4.000079 0.03 0.11 0.05
C 0.913690 0.242694 -3.034936 -0.11 0.17 -0.12
N 1.365019 0.500361 -1.796463 0.22 -0.50 -0.19
C 2.718830 0.575075 -1.457533 -0.08 0.07 -0.07
C 3.808266 0.110687 -2.176692 0.06 0.03 0.01
C 5.084453 0.265279 -1.635115 -0.02 0.01 0.03
C 5.256383 0.854918 -0.393296 -0.05 0.00 -0.03
C 4.160641 1.327261 0.331319 0.05 0.05 0.01
C 2.889851 1.199205 -0.207399 -0.09 0.06 -0.05
N 1.653469 1.548649 0.390500 0.23 -0.34 0.14
C 1.607922 2.397946 1.429184 0.06 0.14 0.03
O 2.518002 3.039004 1.937455 -0.09 -0.02 -0.02
C 0.211876 2.550604 1.980371 0.01 -0.02 -0.04
C -0.023384 3.465152 2.989580 -0.02 -0.05 -0.04
C -1.303012 3.571865 3.504579 0.04 0.04 0.03
C -2.294500 2.754354 2.993316 -0.05 -0.10 -0.09
C -1.976360 1.858997 1.985813 0.04 0.04 0.02
N -0.743828 1.756752 1.474241 0.04 -0.05 0.02
C -0.492846 0.791517 -3.154895 0.09 -0.03 0.07
C -1.139870 0.892493 -4.372760 0.00 0.05 0.08
C -2.361001 1.543853 -4.409240 -0.04 0.01 -0.01
C -2.890608 2.056081 -3.233976 0.05 -0.01 0.07
C -2.200821 1.856039 -2.050261 0.03 0.03 -0.11
N -1.020007 1.239580 -2.010687 -0.11 -0.21 0.16
H 3.653238 -0.362676 -3.134163 0.00 0.00 -0.01
H 5.943231 -0.087482 -2.191636 0.02 0.00 -0.01
H 6.248250 0.963057 0.024583 0.03 -0.01 0.00
H 4.291742 1.801956 1.290343 0.02 -0.01 0.00
H 0.811721 4.053603 3.339913 0.00 0.01 0.01
H -1.521530 4.276306 4.295884 -0.01 0.01 0.01
H -3.308647 2.788753 3.364538 0.00 0.01 0.02
H -2.719523 1.194275 1.572345 0.00 0.02 0.03
H -0.661824 0.479719 -5.248586 0.01 -0.01 -0.02
H -2.896564 1.657122 -5.342263 0.00 0.00 -0.02
H -3.831283 2.586299 -3.220587 -0.03 0.00 -0.02
H -2.604803 2.184781 -1.102327 0.00 0.01 -0.01
F -1.299094 -4.676335 3.679317 0.02 0.00 -0.04
C -1.672269 -3.612924 2.974596 -0.14 -0.17 0.06
F -2.057062 -2.656337 3.810318 0.04 0.11 0.01
F -2.692891 -3.940390 2.190176 0.08 0.00 0.00
S -0.278478 -3.036785 1.925380 0.19 0.21 0.01
O -0.834185 -1.877267 1.251134 -0.08 -0.19 0.02
O 0.099541 -4.169957 1.137675 -0.09 -0.01 -0.01
N 0.843544 -2.677797 2.971886 -0.18 -0.09 -0.01
S 1.401923 -1.230373 3.165458 0.16 0.20 -0.27
O 0.989397 -0.296927 2.121100 0.04 -0.04 0.52
O 2.788181 -1.260470 3.494088 -0.05 -0.05 -0.06
C 0.583732 -0.555184 4.665536 0.00 -0.07 0.30
F 1.229254 0.536957 5.057842 0.03 -0.06 0.00
F -0.683112 -0.231848 4.430330 -0.10 -0.06 -0.15
F 0.626037 -1.473591 5.630629 0.00 0.17 -0.04
C 3.220726 -4.892185 -0.642622 0.01 -0.11 0.00
N 3.169805 -3.460297 -0.397971 -0.14 0.14 -0.01
C 4.203902 -2.858241 0.433656 0.02 0.00 0.07
C 2.032875 -2.755270 -0.619619 0.16 -0.12 -0.17
N 1.780081 -1.616359 -0.070594 -0.31 0.22 0.34
N 1.155720 -3.339926 -1.511592 0.02 0.05 0.06
C -0.102837 -2.891302 -1.831121 -0.03 -0.03 0.04
N -0.858132 -3.780363 -2.541793 0.05 0.04 0.02
N -0.519568 -1.719638 -1.521946 -0.08 0.24 -0.03
H 4.060010 -5.302692 -0.088709 -0.01 -0.01 -0.02
H 3.380008 -5.128702 -1.699293 0.00 0.02 -0.01
H 2.319015 -5.391244 -0.279206 0.01 0.01 0.01
H 5.109840 -3.450199 0.332878 -0.01 0.01 0.00
H 3.916185 -2.826411 1.490224 0.01 0.01 -0.03
H 4.431671 -1.850038 0.083432 0.00 0.02 0.00
H 2.528895 -1.339097 0.554532 -0.01 0.03 -0.04
H 1.419220 -4.235889 -1.879030 0.00 0.01 -0.03
H -0.633094 -4.757706 -2.457923 -0.05 -0.01 0.04
H -1.850620 -3.580151 -2.545136 0.03 -0.03 -0.02
H -1.478403 -1.605742 -1.843145 0.05 -0.02 0.05
Se -4.248075 -2.005600 -1.069421 0.32 0.23 0.19
C -3.052528 -0.860097 -0.390783 -0.49 -0.23 -0.40
N -2.212221 -0.115435 -0.075386 0.20 -0.12 0.38

=====

2.
86
Properties=species:S:1:pos:R:3:forces:R:3 method="wB97M-V/def2-TZVPD" lumo_ev="-3.44 / -3.49" multiplicity=5 gap_ev="5.98 / 7.63" total_charge=+1 homo_ev="-9.42 / -11.12" largest_force_ev_per_a=3.5
Mn -0.576333 0.434643 0.767340 -0.39 -0.26 2.32
C -2.102102 1.857585 1.055457 -0.73 -1.29 0.86
C -2.591394 0.493196 1.264103 -0.39 1.08 1.67
C -1.172272 1.053050 3.037457 -0.31 1.65 -0.73
C -1.252161 2.184014 2.174014 -0.89 -0.89 1.54
C -1.965298 0.003614 2.479655 -0.97 0.49 -1.34
C -2.615238 2.841769 0.067072 -0.04 0.35 -0.41
H -3.172310 2.356342 -0.740619 0.13 0.10 0.11
H -1.788677 3.416855 -0.370020 -0.23 -0.03 0.01
H -3.299225 3.567132 0.534842 0.21 -0.24 -0.02
C -0.782268 3.548816 2.523202 0.43 0.37 -0.06
H -0.688240 4.174153 1.628271 0.04 -0.05 0.19
H 0.191611 3.531503 3.031304 -0.30 0.02 -0.17
H -1.497280 4.042502 3.204427 0.17 -0.21 -0.26
C -0.571124 1.015563 4.398455 0.49 -0.14 0.17
H -1.360707 0.998433 5.168136 0.19 0.01 -0.26
H 0.056055 1.896485 4.587577 -0.14 -0.25 -0.03
H 0.058927 0.126463 4.551643 -0.19 0.28 0.01
C -2.346991 -1.226807 3.232290 0.01 -0.47 0.11
H -3.025185 -0.971045 4.065462 0.26 0.05 -0.30
H -1.469917 -1.719483 3.680463 -0.34 0.12 -0.12
H -2.884448 -1.946091 2.602270 0.17 0.16 0.16
C -3.712701 -0.168922 0.552569 -0.41 -0.22 -0.22
H -4.659461 -0.020242 1.093198 0.22 -0.02 -0.10
H -3.559703 -1.252455 0.471861 -0.09 0.20 -0.09
H -3.847257 0.246724 -0.449468 -0.04 -0.16 0.12
C 0.589333 -0.862869 -5.156866 -0.55 0.48 -0.39
C -0.717173 -0.686159 -5.405361 0.80 0.37 -0.53
C -1.598018 -1.707623 -6.064510 -0.31 -0.25 -0.03
C -1.390420 -3.172313 -5.596258 -0.35 0.02 -0.48
C -1.047442 -3.344314 -4.147066 0.27 -0.45 0.29
C 0.202566 -3.421138 -3.672933 -0.50 -0.64 -0.08
C 1.453317 -3.182500 -4.472327 0.19 -0.01 -0.14
C 1.349033 -2.087418 -5.561247 0.44 -0.27 -0.14
H -1.439105 -1.668028 -7.154217 -0.10 0.03 0.22
H -0.647326 -3.669513 -6.237273 -0.25 0.12 0.35
H -2.654340 -1.444305 -5.905825 0.30 0.06 -0.01
H 0.932643 -2.513257 -6.483393 0.10 0.22 0.27
H 1.202824 -0.047254 -4.759693 -0.37 -0.10 -0.02
H -1.171767 0.303918 -5.298021 0.23 -0.23 0.24
H 2.371873 -1.769341 -5.813211 -0.24 -0.17 0.02
H 2.279589 -2.915616 -3.796662 -0.24 -0.13 -0.03
H 0.373978 -3.805131 -2.660262 -0.22 0.35 -0.16
H 1.751109 -4.126816 -4.953505 0.05 0.18 0.11
H -2.340771 -3.702137 -5.767667 0.33 0.10 -0.04
H -1.910323 -3.534043 -3.496766 0.46 0.00 0.01
P -0.287158 0.392992 -1.419692 0.49 -0.49 -1.98
P 0.256154 -1.677041 0.899094 0.53 -1.35 -0.17
C 0.887482 -0.995192 -1.769997 0.04 0.08 -0.36
C 1.398438 -1.774416 -0.547586 0.17 -0.01 0.21
H 1.728896 -0.559700 -2.331494 -0.23 -0.20 0.19
H 0.361494 -1.662349 -2.465615 0.11 0.27 0.22
H 1.543587 -2.842293 -0.779783 0.02 0.32 -0.03
H 2.368066 -1.368800 -0.223855 -0.32 -0.12 0.04
C 1.194124 -2.310827 2.317169 0.27 0.01 0.05
H 0.524294 -2.519168 3.163054 0.15 0.01 -0.29
H 1.932242 -1.547130 2.637726 -0.54 -0.53 -0.31
H 1.723383 -3.230476 2.027159 -0.27 0.14 0.04
C -1.005196 -2.958560 0.577064 -0.07 -0.16 -0.10
H -0.554423 -3.805230 0.044605 -0.14 0.10 0.17
H -1.830135 -2.554422 -0.022613 0.20 -0.15 0.08
H -1.407151 -3.306104 1.537034 0.08 0.05 -0.29
C 0.432112 1.855375 -2.216382 -0.08 0.20 -0.13
H -0.095211 2.754815 -1.873865 0.12 -0.19 -0.16
H 0.330106 1.759078 -3.303730 0.08 0.08 0.17
H 1.489053 1.946422 -1.937674 -0.28 -0.05 -0.05
C -1.807713 0.011453 -2.331192 -0.15 0.04 -0.29
H -2.368919 -0.797739 -1.846394 0.20 0.23 -0.07
H -1.551777 -0.295082 -3.350227 -0.10 0.06 0.26
H -2.431370 0.915921 -2.370179 0.10 -0.28 0.03
O 4.583317 -0.252681 4.743626 -1.03 0.23 -0.41
S 3.280473 0.356029 4.636732 0.27 0.54 0.00
O 2.285821 0.063568 5.646898 0.52 0.03 -0.89
N 2.589709 0.164383 3.104287 -0.33 0.44 -0.46
C 2.369408 1.288722 2.468416 -0.04 -1.71 0.27
S 1.429600 1.343802 0.952857 3.22 1.14 0.81
C 2.911961 2.467008 3.149177 -0.25 1.26 0.99
C 2.791755 3.831051 2.830131 0.27 -0.63 -0.09
C 3.217211 4.790771 3.750668 0.01 -0.08 0.00
C 3.739537 4.401304 4.992816 -0.13 -0.07 -0.06
C 3.833650 3.044464 5.335086 0.01 -0.10 -0.26
C 3.407245 2.100743 4.404865 0.28 1.17 0.32
H 2.381853 4.103974 1.859248 0.06 0.05 0.22
H 3.123747 5.855210 3.498709 0.09 -0.53 0.17
H 4.042720 5.171221 5.707834 -0.05 -0.34 -0.25
H 4.225735 2.710960 6.298129 -0.15 0.24 -0.25

=====

3.
4
Properties=species:S:1:pos:R:3:forces:R:3 method="wB97M-V/def2-TZVPD" lumo_ev=3.78 gap_ev=7.15 relative_energy_kcal_mol=5.94 total_charge=-1 homo_ev=-3.37 largest_force_ev_per_a=1.1
O -1.328510 -1.504833 -2.998129 1.12 0.02 -0.26
H -0.615708 -2.068997 -3.374815 -0.73 0.70 0.55
H -0.851747 -0.793762 -2.512999 -0.39 -0.70 -0.14
I 0.310261 0.349630 0.769090 0.00 -0.02 -0.15

=====

4.
11
Properties=species:S:1:pos:R:3:forces:R:3 method="wB97M-V/def2-TZVPD" lumo_ev="0.63 / 0.63" gap_ev="8.61 / 8.61" relative_energy_kcal_mol=104.68 homo_ev="-7.98 / -7.98" largest_force_ev_per_a=6.6
C 0.241853 1.170656 0.090967 -0.52 -0.14 -1.51
N -2.066610 0.009593 0.057839 4.98 -3.31 0.17
N -0.806676 -1.039102 0.151837 -3.49 5.55 -1.05
N 1.465791 -0.997159 0.109378 0.37 -0.86 1.13
N 0.271283 -0.305957 0.093618 -3.83 -0.89 0.35
H -0.643085 1.583593 0.655850 1.45 -0.80 0.51
H 1.300599 1.399765 0.288382 -0.78 0.75 0.23
H -0.135557 1.555864 -0.919554 0.98 -0.85 0.81
H -2.867323 -0.608474 -0.062728 0.31 -0.69 0.36
H 1.981505 -0.744385 -0.716532 0.18 -0.54 -0.39
H 1.258221 -2.024393 0.250939 0.36 1.77 -0.61